one:
76
Properties=species:S:1:pos:R:3 method="wB97M-V/def2-TZVPD" homo_lumo_gap_ev=6.78 homo_energy_ev=-10.5 total_charge=+1
Ta 0.31 0.90 -0.60
C 2.91 -1.63 -2.31
P 1.43 -1.67 -1.22
C 0.59 -3.11 -2.00
C 1.98 -2.30 0.41
C 1.71 -3.60 0.82
C 1.96 -3.99 2.12
C 2.46 -3.08 3.04
C 2.74 -1.79 2.64
C 2.52 -1.38 1.33
P 2.83 0.33 0.77
C 4.61 0.25 0.30
C 3.05 1.30 2.33
H 3.49 -2.55 -2.20
H 3.54 -0.76 -2.10
H 2.56 -1.53 -3.34
H 1.28 -3.94 -2.08
H 0.26 -2.82 -3.00
H -0.28 -3.40 -1.42
H 1.29 -4.31 0.14
H 1.72 -5.00 2.43
H 2.62 -3.37 4.06
H 3.11 -1.08 3.37
H 5.20 -0.04 1.17
H 4.92 1.24 -0.03
H 4.78 -0.47 -0.50
H 3.96 0.95 2.82
H 2.21 1.18 3.01
H 3.17 2.35 2.08
S 1.96 1.60 -2.39
C 0.71 2.55 -3.11
C 0.89 3.45 -4.16
C -0.22 4.17 -4.57
C -1.45 3.96 -3.96
C -1.53 3.03 -2.94
N -0.47 2.33 -2.53
H 1.86 3.59 -4.60
H -0.12 4.90 -5.36
H -2.32 4.52 -4.26
H -2.46 2.81 -2.43
O 0.11 -0.27 3.25
C -0.08 0.62 2.44
O 0.08 0.43 1.15
C -0.47 1.99 2.85
C -0.72 2.17 4.21
C -1.10 3.38 4.73
C -1.23 4.48 3.88
C -0.98 4.33 2.53
C -0.60 3.10 1.99
S -0.33 3.12 0.26
H -0.62 1.29 4.84
H -1.29 3.49 5.79
H -1.52 5.44 4.27
H -1.09 5.17 1.86
C -4.00 -2.55 1.11
N -2.87 -1.66 1.24
C -1.64 -2.40 1.13
C -2.94 -0.44 0.45
C -2.62 -0.59 -1.03
C -3.62 -1.12 -1.85
C -3.41 -1.33 -3.20
C -2.18 -1.03 -3.75
C -1.19 -0.49 -2.94
C -1.39 -0.24 -1.59
H -3.94 -3.29 1.91
H -4.02 -3.10 0.16
H -4.93 -2.00 1.23
H -1.60 -3.12 1.94
H -0.78 -1.73 1.23
H -1.56 -2.94 0.17
H -2.26 0.28 0.91
H -3.96 -0.05 0.55
H -4.58 -1.36 -1.41
H -4.21 -1.71 -3.81
H -2.00 -1.20 -4.80
H -0.23 -0.25 -3.40

two:
76
Properties=species:S:1:pos:R:3 method="wB97M-V/def2-TZVPD" homo_lumo_gap_ev=6.49 homo_energy_ev=-10.0 total_charge=+1
Ta 0.16 -0.20 0.02
C -3.22 2.01 0.24
P -1.85 1.54 -0.85
C -1.24 3.18 -1.37
C -2.71 0.80 -2.28
C -3.44 1.57 -3.18
C -4.05 0.98 -4.28
C -3.94 -0.40 -4.47
C -3.25 -1.17 -3.55
C -2.64 -0.58 -2.45
P -1.85 -1.58 -1.15
C -3.26 -1.95 -0.06
C -1.46 -3.17 -1.92
H -3.86 2.71 -0.28
H -2.82 2.47 1.15
H -3.79 1.13 0.53
H -1.94 3.67 -2.04
H -0.26 3.12 -1.84
H -1.13 3.79 -0.48
H -3.53 2.64 -3.05
H -4.61 1.58 -4.98
H -4.41 -0.86 -5.33
H -3.19 -2.24 -3.71
H -4.14 -2.18 -0.66
H -3.48 -1.09 0.59
H -3.03 -2.80 0.58
H -2.37 -3.75 -2.07
H -0.78 -3.72 -1.26
H -0.95 -3.00 -2.87
S 1.62 -1.75 -1.22
C 1.41 -0.76 -2.63
C 2.12 -0.91 -3.82
C 1.83 -0.07 -4.87
C 0.85 0.90 -4.72
C 0.21 1.00 -3.51
N 0.48 0.19 -2.47
H 2.88 -1.68 -3.89
H 2.36 -0.17 -5.81
H 0.59 1.57 -5.52
H -0.57 1.74 -3.37
O 1.32 3.52 0.24
C 1.02 2.61 0.94
O 1.14 1.29 0.45
C 0.52 2.66 2.33
C 1.00 3.73 3.09
C 0.62 3.88 4.40
C -0.26 2.96 4.96
C -0.75 1.90 4.21
C -0.37 1.72 2.88
S -1.18 0.34 2.10
H 1.68 4.43 2.62
H 1.01 4.70 4.99
H -0.57 3.06 5.99
H -1.43 1.19 4.66
C 4.96 -1.37 2.81
N 4.09 -0.37 2.21
C 4.27 -0.29 0.78
C 2.71 -0.44 2.66
C 1.89 -1.69 2.37
C 2.14 -2.81 3.18
C 1.39 -3.97 3.11
C 0.31 -4.02 2.23
C 0.04 -2.91 1.44
C 0.82 -1.74 1.47
H 5.99 -1.12 2.59
H 4.77 -2.39 2.45
H 4.84 -1.36 3.90
H 5.31 0.00 0.57
H 3.62 0.47 0.36
H 4.08 -1.24 0.26
H 2.18 0.43 2.26
H 2.73 -0.31 3.74
H 2.93 -2.75 3.91
H 1.61 -4.81 3.75
H -0.32 -4.89 2.18
H -0.84 -2.97 0.81

Which one is most stable, and which one is least stable? one is the most stable of them, while two is the least stable.

one:
5
Properties=species:S:1:pos:R:3 method="wB97M-V/def2-TZVPD" homo_lumo_gap_ev="7.92 / 7.92" homo_energy_ev="-10.1 / -10.1"
C 0.62 0.82 -0.85
N 0.01 -0.02 -0.20
N -0.62 -0.78 1.30
O 1.17 1.56 -1.54
O -1.29 -1.73 1.43

two:
5
Properties=species:S:1:pos:R:3 method="wB97M-V/def2-TZVPD" homo_lumo_gap_ev="10.10 / 6.63" homo_energy_ev="-11.1 / -9.6"
C 1.06 -0.20 0.04
N 0.53 -1.26 0.06
N -1.92 0.83 -0.14
O 1.62 0.81 -0.02
O -1.43 -0.17 0.11

Which one is most stable, and which one is least stable? one is the most stable of them, while two is the least stable.

one:
18
Properties=species:S:1:pos:R:3 method="wB97M-V/def2-TZVPD" multiplicity=2 s_squared=0.7546 homo_lumo_gap_ev="9.65 / 2.78" homo_energy_ev="-13.4 / -12.1" total_charge=+1
C -2.27 -0.99 0.93
C -1.80 0.44 0.71
S -2.19 1.13 -0.92
H -1.80 -1.37 1.85
H -3.33 -1.15 0.81
H -1.76 -1.68 0.24
H -0.74 0.56 0.90
H -2.36 1.04 1.44
H -2.13 -0.03 -1.57
C 1.88 1.22 -0.54
C 2.15 -0.24 -0.98
S 3.03 -1.05 0.43
H 0.82 1.34 -0.33
H 2.40 1.40 0.40
H 2.08 1.93 -1.34
H 2.89 -0.38 -1.77
H 1.28 -0.82 -1.28
H 1.85 -1.38 1.02

two:
18
Properties=species:S:1:pos:R:3 method="wB97M-V/def2-TZVPD" multiplicity=2 s_squared=0.7544 homo_lumo_gap_ev="8.92 / 5.82" homo_energy_ev="-14.4 / -14.4" total_charge=+1
C -2.56 -0.74 -1.77
S -2.30 -1.03 0.07
S -1.54 -2.95 -0.26
H -3.12 -1.61 -2.10
H -1.62 -0.61 -2.30
H -3.28 0.07 -1.89
H -0.54 -2.67 0.65
C 2.31 0.68 -0.18
C 0.87 0.75 0.39
C 0.82 1.20 1.84
H 2.69 1.55 -0.70
H 2.26 -0.13 -0.94
H 2.93 0.27 0.63
H 0.38 -0.22 0.19
H 0.30 1.48 -0.22
H 1.12 2.26 1.85
H -0.20 1.04 2.23
H 1.47 0.64 2.50

Which one is most stable, and which one is least stable? two is the most stable of them, while one is the least stable.

one:
15
Properties=species:S:1:pos:R:3 method="wB97M-V/def2-TZVPD" homo_lumo_gap_ev=9.91 homo_energy_ev=-9.6
O 0.85 -1.93 -1.10
N 0.27 -0.92 -0.96
O 0.50 0.09 -1.91
C -0.51 -0.56 0.01
Cl -0.79 -1.75 1.25
C -1.47 0.63 -0.13
O -2.00 0.88 1.03
F -2.45 0.43 -1.06
F -0.80 1.69 -0.67
H 1.25 0.62 -1.66
H -2.89 1.30 0.99
C 1.99 -0.11 1.08
O 2.64 -0.60 0.19
H 1.95 -0.65 2.05
H 1.46 0.88 0.89

two:
15
Properties=species:S:1:pos:R:3 method="wB97M-V/def2-TZVPD" homo_lumo_gap_ev=9.62 homo_energy_ev=-9.3
O 0.22 0.97 -2.17
N 0.84 0.32 -1.36
O 0.54 -1.02 -1.21
C 1.58 0.72 -0.36
Cl 2.32 2.24 -0.68
C 2.43 -0.24 0.47
O 1.67 -1.11 1.21
F 3.14 0.54 1.36
F 3.25 -0.95 -0.30
H -0.28 -1.09 -1.70
H 2.23 -1.83 1.51
C -0.91 0.15 1.83
O -1.07 0.08 0.66
H -1.17 -0.61 2.57
H -0.65 1.03 2.35

Which one is most stable, and which one is least stable? two is the most stable of them, while one is the least stable.

one:
51
Properties=species:S:1:pos:R:3 method="wB97M-V/def2-TZVPD" homo_lumo_gap_ev=9.58 homo_energy_ev=-10.1
O 0.00 -0.32 0.25
H 0.45 0.03 -0.52
H -0.93 -0.35 0.02
O -1.07 2.15 1.58
H -0.75 2.88 2.16
H -0.52 1.42 1.90
O 3.95 -0.40 -0.55
H 3.28 -0.69 0.09
H 3.80 0.56 -0.56
O 0.68 0.85 -2.18
H 1.12 0.02 -2.40
H -0.05 0.98 -2.72
O -1.13 -0.77 3.19
H -1.11 -1.47 3.85
H -1.93 -1.04 2.72
O 2.22 -1.21 1.54
H 1.33 -1.13 1.26
H 2.05 -1.31 2.48
O 0.55 -3.43 -0.75
H 0.06 -3.03 0.01
H 1.39 -3.76 -0.36
O 1.97 -1.39 -2.11
H 1.64 -1.97 -1.37
H 2.93 -1.25 -1.99
O -3.60 0.95 0.90
H -3.95 1.78 0.61
H -2.71 1.17 1.17
O -1.11 -1.93 -2.73
H -1.59 -1.32 -2.23
H -0.27 -2.19 -2.34
O -2.35 -0.04 -1.29
H -2.33 0.92 -1.20
H -3.29 -0.23 -1.31
O -0.25 -2.98 1.84
H -1.09 -3.48 1.93
H -0.60 -2.16 2.24
O 2.61 1.75 0.93
H 1.98 1.41 1.57
H 3.03 2.52 1.32
O -3.05 -1.70 1.55
H -2.80 -2.04 0.67
H -3.34 -0.83 1.21
O -1.78 2.46 -0.97
H -1.71 2.36 -0.03
H -2.61 2.90 -1.10
O 3.12 2.10 -2.06
H 2.88 2.71 -2.77
H 2.31 1.64 -2.14
O 0.89 3.39 -0.38
H 0.22 2.80 -0.81
H 1.50 2.68 -0.11

two:
51
Properties=species:S:1:pos:R:3 method="wB97M-V/def2-TZVPD" homo_lumo_gap_ev=9.88 homo_energy_ev=-10.4
O 0.23 2.70 -0.43
H 1.07 3.16 -0.43
H -0.46 3.35 -0.48
O -2.60 -0.55 0.80
H -1.65 -0.39 0.89
H -2.80 0.14 0.15
O 1.03 3.74 2.48
H 0.22 3.50 2.89
H 1.15 3.14 1.78
O -0.62 -3.32 -3.05
H -0.76 -2.55 -2.48
H -0.96 -4.07 -2.56
O -2.82 1.44 -0.79
H -2.17 1.36 -1.51
H -2.95 2.36 -0.89
O -1.24 -0.78 -2.11
H -2.17 -0.67 -1.96
H -0.90 -0.23 -2.80
O 2.89 0.51 -0.64
H 2.59 0.67 0.25
H 3.85 0.47 -0.53
O -0.38 1.79 -2.79
H 0.29 1.13 -3.06
H -0.03 2.31 -2.06
O 1.50 -2.04 -1.52
H 0.83 -2.35 -0.88
H 2.16 -1.70 -0.93
O -0.02 0.00 0.24
H 0.24 0.91 0.11
H -0.21 -0.38 -0.60
O -0.80 -2.36 2.59
H -0.70 -2.34 1.61
H -1.68 -2.72 2.73
O -1.79 2.12 1.88
H -1.97 3.02 2.21
H -1.67 2.35 0.99
O -0.06 0.17 3.44
H -0.25 -0.70 3.12
H -0.69 0.81 3.10
O 1.79 -1.85 1.37
H 1.87 -1.81 2.32
H 1.30 -1.11 1.07
O -0.42 -3.31 -0.01
H -0.23 -4.17 0.40
H -1.25 -3.32 -0.45
O 1.43 -0.13 -3.57
H 1.26 -0.68 -2.79
H 2.33 -0.29 -3.75
O 2.08 1.19 2.03
H 1.31 0.84 2.48
H 2.85 0.64 2.16

Which one is most stable, and which one is least stable? one is the most stable of them, while two is the least stable.

one:
16
Properties=species:S:1:pos:R:3 method="wB97M-V/def2-TZVPD" homo_lumo_gap_ev=8.93 homo_energy_ev=-8.1
C -0.26 -1.13 -0.22
C 0.83 -1.35 -1.21
C 0.33 1.88 -0.05
N -0.17 -1.54 1.10
N -0.19 -0.68 2.01
N -0.39 0.55 1.59
N -0.58 0.83 0.27
S -1.86 -1.23 -0.99
H 0.88 -0.47 -1.71
H 0.56 -2.16 -2.04
H 1.76 -1.42 -0.66
H 1.46 1.73 0.23
H 0.31 1.87 -1.08
H 0.09 2.85 0.29
H -0.12 1.08 2.39
H -2.63 -0.80 0.07

two:
16
Properties=species:S:1:pos:R:3 method="wB97M-V/def2-TZVPD" homo_lumo_gap_ev=9.44 homo_energy_ev=-8.8 smiles="C=NS/C(=N/C)NN"
C -3.38 -0.52 -0.34
N -2.15 -0.20 -0.36
S -1.10 -1.05 0.73
C 0.49 -0.44 0.19
N 1.38 -1.33 0.03
C 2.71 -0.80 -0.16
N 0.67 0.91 0.03
N -0.16 1.96 0.41
H -4.13 0.15 -0.79
H -3.71 -1.49 0.08
H 3.45 -1.63 -0.25
H 3.05 -0.09 0.62
H 2.73 -0.31 -1.12
H 1.53 1.17 -0.41
H -1.06 1.76 -0.08
H -0.32 1.91 1.42

three:
16
Properties=species:S:1:pos:R:3 method="wB97M-V/def2-TZVPD" homo_lumo_gap_ev=8.89 homo_energy_ev=-8.2 smiles="CN1NN=N[C@@]1(C)S"
C -0.40 -0.99 -1.39
N -0.19 -0.77 -0.01
N -0.10 -1.98 0.80
N 0.79 -1.85 1.72
N 1.46 -0.78 1.66
C 0.93 -0.01 0.54
C 0.84 1.46 1.05
S 2.22 -0.01 -1.04
H -0.53 -0.03 -1.95
H 0.56 -1.46 -1.80
H -1.36 -1.54 -1.58
H -0.84 -2.79 0.79
H 0.32 2.12 0.47
H 1.87 1.70 1.26
H 0.45 1.29 2.01
H 3.07 -0.74 -0.26

four:
16
Properties=species:S:1:pos:R:3 method="wB97M-V/def2-TZVPD" homo_lumo_gap_ev=9.76 homo_energy_ev=-9.0
H 0.81 -0.59 3.23
N 0.13 0.14 3.13
C -0.03 0.50 1.92
N 0.70 -0.03 0.81
N 1.52 -1.17 1.12
C 0.05 -0.07 -0.45
N -0.06 -1.11 -1.19
H 0.40 -1.88 -0.73
S -0.57 1.49 -0.96
C -1.47 1.02 -2.44
H -0.71 1.26 1.61
H 2.20 -0.98 1.87
H 2.09 -1.38 0.28
H -2.03 1.83 -2.80
H -2.20 0.32 -2.13
H -0.83 0.63 -3.27

Which one is most stable, and which one is least stable? four is the most stable of them, while one is the least stable.